Entry from the OMol25 dataset: an isolated molecule of C5H12N4 (ωB97M-V/def2-TZVPD).

Each line ends with the Löwdin charge.
Element x y z (Å)
1 H -2.46579 -1.74403 1.61989  0.08
2 N 0.27719 0.18721 2.28814  0.06
3 H 0.87076 -0.61905 2.46252  0.08
4 H 2.07083 -0.39617 -1.94047  0.08
5 H 1.59787 0.83292 -3.12627  0.08
6 N 0.54933 0.90733 -1.31741  -0.05
7 C -1.48921 -1.91724 1.15654  -0.04
8 C -0.15073 0.17870 0.95976  -0.26
9 C -1.05055 -0.68195 0.39588  -0.33
10 H -0.78933 -2.20325 1.94610  0.07
11 N -1.83196 -0.41220 -0.73050  0.06
12 H 2.60182 1.28912 -1.75999  0.07
13 H -2.05181 0.58628 -0.78252  0.11
14 H 1.74992 2.58611 -0.18974  0.04
15 C 1.76891 0.64908 -2.06167  -0.10
16 C 0.57895 1.13918 0.04975  -0.39
17 N 1.35782 2.03866 0.58061  0.11
18 H -1.58889 -2.77154 0.47744  0.08
19 H -0.20753 0.30495 -1.64697  0.08
20 H -2.68803 -0.96521 -0.75540  0.10
21 H 0.89043 1.01107 2.37430  0.07

Its total charge is 0. The structure (SMILES) is [H]/N=C(NC)/C(N)=C(/C)N. As for the energy relative to the best compared isomer or geometry (same formula, charge and spin): 26.1 kcal/mol. The HOMO energy is -7.55 eV. The calculation puts the gap between HOMO and LUMO at 0.3074 Ha. Its lowest unoccupied orbital energy is 0.030 hartree.

Entry from the OMol25 dataset: C46H50N3O8P2Ti as an isolated structure (ωB97M-V/def2-TZVPD).

Each line ends with the Löwdin charge.
Element x y z (Å)
1 H 1.58338 -1.05349 -3.28962  0.08
2 O 5.90827 -1.16299 0.40548  0.15
3 C -1.59850 0.90869 -2.66314  -0.22
4 H -7.57579 2.48298 0.72320  0.11
5 C 4.92893 1.95270 1.77702  -0.06
6 C -5.84582 2.51363 1.98921  -0.07
7 C -1.28928 1.54793 3.44630  -0.14
8 H -2.08895 3.69640 -1.01089  0.08
9 C 3.77328 -1.15170 1.47310  -0.05
10 C -0.62596 6.00742 -0.12703  -0.24
11 H -1.38712 0.85094 -3.74307  0.13
12 C -3.71210 2.24998 0.90117  -0.35
13 O -1.24979 -1.72152 0.91556  -0.20
14 C 0.73774 -1.24660 3.44155  0.03
15 H -2.48303 -1.08598 -2.77236  0.13
16 N -0.52678 4.61817 0.03818  -0.17
17 C 3.06264 -0.23558 -0.82137  -0.52
18 C 3.67756 4.79373 -2.48270  -0.06
19 C -3.33344 -1.20135 -0.23274  -0.16
20 H 0.58060 -4.15022 -0.45989  0.14
21 H -1.22223 0.56651 2.99335  0.07
22 C -0.85495 8.77324 -0.51717  -0.09
23 H -3.80294 2.03073 -1.21859  0.08
24 O 5.72005 -1.77969 2.54382  0.11
25 H -1.72481 -3.34563 -0.29672  0.12
26 H 3.48388 -1.71006 3.45620  0.18
27 H 4.39173 5.59318 -2.35226  0.11
28 C -1.09086 1.71887 4.80564  -0.08
29 H -3.68545 0.21725 -2.53963  0.13
30 H -3.42380 -2.11959 -0.83193  0.13
31 H -1.52123 5.06121 4.97284  0.11
32 H -3.10424 -2.24749 1.67471  0.14
33 C 0.59004 -1.46876 -3.26475  0.09
34 H -6.25257 2.14923 -1.34340  0.11
35 C 1.84435 2.73645 -2.80307  -0.08
36 H 1.41939 4.78343 0.67804  0.08
37 C -2.67631 -0.12535 -2.27502  -0.16
38 C -4.46506 2.42306 2.05797  -0.07
39 H 3.24952 4.67301 -0.39888  0.11
40 H 0.59378 8.94065 1.04761  0.11
41 H -4.34662 -0.80764 -0.06930  0.14
42 H -1.17108 -3.75063 1.34553  0.14
43 P 1.27687 2.49981 -0.06525  1.11
44 C -1.77839 3.89289 0.02729  -0.30
45 H -2.09116 5.86517 -1.69734  0.11
46 H 5.32805 -0.86055 -0.36304  0.08
47 O -2.51604 -0.25323 -0.87840  -0.23
48 H 2.31876 2.85144 -4.88569  0.11
49 C -6.49959 2.41006 0.77335  -0.07
50 C 0.11750 6.90553 0.64190  -0.03
51 C -1.16509 2.98695 5.35575  -0.07
52 C 4.56736 1.81758 3.10763  -0.06
53 C -1.45641 4.07317 4.54465  -0.05
54 C 1.75939 -1.05143 2.38508  -0.33
55 C 3.02312 4.27595 -1.37969  -0.09
56 H -2.28504 8.27524 -2.02615  0.11
57 H -0.94305 9.83823 -0.66161  0.10
58 C 3.96658 2.17464 0.80526  -0.08
59 H 3.95439 4.67204 -4.60290  0.11
60 P -1.86329 2.20482 0.85254  1.10
61 C -5.75895 2.22654 -0.38417  -0.07
62 C 3.42827 4.28023 -3.74544  -0.07
63 C -1.66646 3.90196 3.18652  -0.09
64 C 2.85618 -0.65974 0.55812  -0.13
65 H -0.09258 -1.27112 -4.06736  0.07
66 H 1.22024 2.13851 2.78712  0.09
67 O 4.17393 -0.34004 -1.36833  0.09
68 H 1.04389 -2.06356 4.09265  0.10
69 H 1.13845 1.92147 -2.92333  0.08
70 Ti 0.38689 0.11497 -0.56429  0.87
71 H 0.38871 3.86607 1.79360  0.07
72 C 5.22891 -1.39298 1.50426  -0.49
73 C 2.26432 2.10649 2.49780  -0.10
74 C -1.02632 -3.06383 0.49963  -0.15
75 C -1.60991 7.89410 -1.27483  -0.08
76 C -1.50216 6.52952 -1.08410  -0.03
77 H 5.32126 1.63609 3.85828  0.11
78 C -4.38107 2.15274 -0.31589  -0.12
79 H -0.99960 3.12756 6.41277  0.11
80 H -1.89083 4.76563 2.57781  0.11
81 H -6.41106 2.67663 2.89496  0.11
82 H 0.77263 6.55246 1.42479  0.10
83 N 3.04032 -1.38828 2.60838  0.21
84 H 0.97374 -3.44013 -2.53882  0.14
85 H -2.57396 4.50483 0.48481  0.11
86 C 3.23028 1.89629 3.46569  -0.07
87 C 0.31954 -2.56906 -2.33222  -0.22
88 C 2.50877 3.25586 -3.90207  -0.06
89 H -1.97398 1.92411 -2.44445  0.11
90 H -3.98601 2.51123 3.02113  0.10
91 H 2.93910 1.79137 4.50180  0.11
92 C 0.59521 4.06880 0.73328  -0.31
93 H -0.22568 -1.48073 2.99731  0.07
94 C 2.62278 2.26802 1.15750  -0.34
95 O -0.47865 0.66657 -1.91307  -0.35
96 C 0.40541 -3.15776 -0.02470  -0.14
97 H 5.96634 1.87692 1.49029  0.12
98 N 1.59860 -0.59547 1.14887  0.08
99 H 4.26483 2.26217 -0.22927  0.11
100 C 2.11026 3.23077 -1.52722  -0.32
101 H -0.87925 0.86848 5.43843  0.11
102 O 2.02091 0.25878 -1.39294  -0.18
103 C -2.62770 -1.44137 1.10630  -0.15
104 H 0.64968 -0.34119 4.04005  0.07
105 C -1.58237 2.63156 2.62326  -0.41
106 H -2.67263 -0.50350 1.66515  0.10
107 C 0.00724 8.26853 0.43926  -0.08
108 H -0.72594 -2.91030 -2.38088  0.13
109 H 1.11178 -3.01324 0.79881  0.12
110 O 0.63191 -2.13998 -0.98455  -0.23

Its total charge is +1. As for the expectation value of S²: 2.006. The HOMO energy (spin up / spin down) is -9.84 / -9.85 eV. The calculation puts the gap between HOMO and LUMO (spin up / spin down) at 0.2769 / 0.2661 Ha. Its lowest unoccupied orbital energy (spin up / spin down) is -0.085 / -0.096 hartree. Its spin multiplicity is 3.

Entry from the OMol25 dataset: an isolated molecule of C4H3FO (ωB97M-V/def2-TZVPD).

Each line ends with the Löwdin charge.
Element x y z (Å)
1 C -1.18927 1.15194 0.02604  -0.24
2 O -1.28085 2.29416 -0.01669  0.19
3 C 0.46069 -0.14131 0.29709  -0.11
4 C 1.06885 0.90877 -0.22777  -0.20
5 H 0.74233 1.61081 -1.01002  0.15
6 H 1.00816 -0.67147 0.95674  0.09
7 H -1.68088 -1.00343 0.02987  0.12
8 F 2.31091 1.09643 0.09490  0.06
9 C -0.95079 -0.17120 0.18794  -0.06

Its total charge is 0. The structure (SMILES) is O=C=C/C=C/F. As for the energy relative to the best compared isomer or geometry (same formula, charge and spin): 39.6 kcal/mol. The HOMO energy is -8.29 eV. The calculation puts the gap between HOMO and LUMO at 0.3397 Ha. Its lowest unoccupied orbital energy is 0.035 hartree.

Entry from the OMol25 dataset: C8H7O5S as an isolated structure (ωB97M-V/def2-TZVPD).

Each line ends with the Löwdin charge.
Element x y z (Å)
1 C -0.27836 0.06553 -1.06291  -0.11
2 H -3.13271 1.74935 -0.48448  0.05
3 C -1.33781 0.94720 -1.27306  -0.07
4 C -2.65715 0.03615 0.52379  -0.09
5 C -0.46829 -0.94778 -0.12750  -0.15
6 H 0.49215 0.00908 -1.81201  0.10
7 C 1.90638 -1.21649 0.55422  -0.46
8 O 2.22503 -0.90011 -0.75550  -0.27
9 C 0.58192 -1.94583 0.17899  -0.30
10 H -1.84361 -1.85377 1.16584  0.10
11 C -2.44723 1.02897 -0.41597  -0.11
12 S 2.04328 0.99612 -0.02258  0.86
13 H -3.57132 -0.16246 1.20866  0.12
14 H 1.80929 3.03749 0.71791  0.01
15 C -1.71262 -1.00568 0.52889  -0.03
16 O 1.75293 0.03014 1.28845  -0.23
17 H -1.18005 1.67768 -2.15390  0.13
18 H 2.54729 -2.00989 0.93154  0.14
19 O 0.57752 -3.17944 0.10505  0.05
20 O 3.40928 1.38518 -0.03799  -0.40
21 O 1.28408 2.25854 0.94256  -0.33

Its total charge is -1. The HOMO energy is -4.32 eV. The calculation puts the gap between HOMO and LUMO at 0.2841 Ha. Its lowest unoccupied orbital energy is 0.125 hartree.

Entry from the OMol25 dataset: an isolated molecule of C2H4N6 (ωB97M-V/def2-TZVPD).

Each line ends with the Löwdin charge.
Element x y z (Å)
1 N -2.12854 0.84625 -0.02920  0.02
2 H 2.01557 1.47145 -0.38445  0.02
3 N -1.06135 1.54349 0.09303  0.05
4 N -2.00935 -0.46556 -0.09828  -0.09
5 N -0.87668 -1.15475 0.05600  0.11
6 N 1.48166 -1.06028 -0.04596  0.09
7 C 0.20879 1.02576 0.05781  -0.42
8 H -2.94516 -0.94963 0.02270  0.18
9 C 0.23595 -0.40309 -0.00459  -0.31
10 N 1.16805 1.92948 -0.05832  0.12
11 H 1.57083 -2.08765 -0.13496  0.10
12 H 2.34023 -0.69547 0.52624  0.15

Its total charge is 0. The structure (SMILES) is [H]/N=c1/nn[nH]nc1N. As for the energy relative to the best compared isomer or geometry (same formula, charge and spin): 46.3 kcal/mol. The HOMO energy is -8.61 eV. The calculation puts the gap between HOMO and LUMO at 0.3224 Ha. Its lowest unoccupied orbital energy is 0.006 hartree.

Entry from the OMol25 dataset: C41H42AsBBrCoF8N3O2 as an isolated structure (ωB97M-V/def2-TZVPD).

Each line ends with the Löwdin charge.
Element x y z (Å)
1 C -2.15656 -2.29660 -2.78469  -0.05
2 C 0.24829 2.63524 6.46713  0.02
3 C 4.05228 -2.49956 2.90297  -0.68
4 F 1.96923 2.45394 3.27707  0.08
5 C -1.52245 4.64013 -2.32635  -0.05
6 H -2.80573 -2.38859 -3.65755  0.07
7 C -3.11059 -1.09602 0.71661  -0.05
8 C -0.83729 3.55972 -1.50613  -0.47
9 H -2.90457 -0.52309 -0.18398  0.04
10 N -0.99601 0.18974 -1.08096  -0.28
11 B 3.35663 2.68007 -0.92144  -1.26
12 H 0.73333 4.46153 -0.53637  0.11
13 F 4.57167 2.40240 -0.30931  0.13
14 H 0.41071 -2.85793 -7.08241  0.07
15 H 5.85968 -2.34596 1.75460  0.09
16 H -0.29172 5.82056 0.82825  0.12
17 H 2.90404 0.70400 1.15424  0.09
18 O 0.55330 -0.47268 4.02075  0.04
19 C -3.11960 2.99058 -3.13539  -0.11
20 F 3.27215 4.01777 -1.31447  0.11
21 H -1.22183 -2.99490 -5.15932  0.11
22 F 2.29402 2.44852 0.03997  0.03
23 C -2.41863 -2.43421 0.70186  -0.27
24 H 2.14293 -2.76471 -6.73722  0.07
25 C -0.50003 -3.85453 0.35792  -0.28
26 C -2.77887 2.11017 -2.19178  -0.05
27 C -0.93265 4.97693 0.56233  -0.18
28 H -2.36786 -3.12836 -2.11144  0.08
29 C 1.19265 -3.17003 -6.38830  -0.07
30 H 1.08254 -3.96138 -1.11727  0.07
31 H -3.80918 2.72324 -3.92943  0.08
32 H 2.68858 -0.42179 -1.62223  0.05
33 C 0.24427 2.92892 -2.38657  -0.01
34 H -3.18092 1.10438 -2.19808  0.10
35 C 0.89165 -2.70821 -4.98619  -0.28
36 C 0.98710 2.69626 4.17315  -0.17
37 H 2.92911 -2.27689 -4.49614  0.11
38 H 0.41579 2.38365 7.50227  0.11
39 C -1.11254 -2.59614 0.22266  -0.27
40 H -2.40043 -1.37523 -2.25746  0.05
41 H 2.91563 -2.08263 -1.09759  0.06
42 H -4.27531 -6.03962 1.43858  0.07
43 C 4.47789 -0.73430 1.36444  -0.07
44 H -1.79895 5.37708 0.02356  0.10
45 H -0.57032 0.46712 -1.95815  0.04
46 C -1.19210 3.44946 4.69993  -0.14
47 Br 4.62092 -4.11760 3.75942  0.64
48 N -0.16817 4.06569 -0.29814  -0.03
49 H -1.08123 5.63304 -2.33217  0.11
50 H -3.44317 -5.80652 2.97365  0.08
51 H -0.72699 -5.89300 0.96967  0.10
52 C 0.93630 -4.09816 -0.04429  -0.07
53 H -2.99224 5.10365 -3.75889  0.09
54 H 1.25874 -4.26034 -6.43542  0.07
55 Co 0.35719 2.18408 0.96142  0.74
56 F 2.40251 1.89099 5.85864  0.07
57 H 1.23719 -5.11294 0.21657  0.07
58 C 2.82197 -1.96311 3.22955  -0.08
59 C 1.20853 2.40634 5.49115  -0.23
60 C -0.40883 -2.69383 -4.50456  -0.03
61 O 0.47385 0.41954 1.96493  -0.16
62 C -1.88056 2.50949 -1.04270  -0.26
63 H -1.68980 5.11229 2.55725  0.11
64 H -2.32328 3.73139 1.66570  0.10
65 C -0.22819 3.24383 3.68428  -0.18
66 H 2.17595 -2.41158 3.97117  0.11
67 C 2.40087 -0.80566 2.58202  -0.12
68 C 2.80867 -1.44505 -1.97745  -0.08
69 H -2.74661 -0.50134 1.55806  0.09
70 C -3.29057 -5.94443 1.90064  -0.07
71 H -4.18808 -1.22300 0.83480  0.07
72 C -1.41046 4.31282 1.86237  -0.24
73 C 1.02140 -0.24192 2.90993  -0.62
74 C -0.94652 3.15891 6.02488  -0.24
75 C 4.89778 -1.90623 1.98111  -0.15
76 H 0.99609 3.67063 -2.66758  0.09
77 H -1.86867 1.10717 0.59886  0.05
78 C -1.21596 -4.92676 0.88512  -0.03
79 F -2.44450 3.88472 4.37925  0.04
80 H -0.20341 2.52134 -3.29458  0.10
81 F -1.94421 3.37580 6.92345  0.04
82 H -2.55238 3.05022 -0.35799  0.13
83 C 3.23110 -0.19799 1.64940  -0.01
84 C -2.56208 4.34781 -3.10956  -0.10
85 C -3.10366 -3.52839 1.22086  -0.03
86 H -2.75424 -6.88291 1.75636  0.06
87 C 0.32518 -1.87951 -2.35087  -0.27
88 C 1.90514 -2.29570 -4.13626  -0.03
89 H -4.12156 -3.38523 1.57329  0.11
90 As 0.10501 -1.18628 -0.49105  1.39
91 N -0.33809 3.49459 2.37303  -0.04
92 C 1.64535 -1.88138 -2.83194  -0.28
93 C -2.52565 -4.78659 1.31379  -0.29
94 C -1.21717 1.39469 -0.23243  -0.33
95 C -0.70971 -2.28946 -3.20636  -0.25
96 H 0.76074 2.13414 -1.84796  0.06
97 H 3.73506 -1.47920 -2.55075  0.08
98 H 1.60788 -3.40177 0.46598  0.06
99 F 3.14192 1.83250 -2.00633  0.12
100 H 5.12141 -0.23786 0.64863  0.11

Its total charge is -2. As for the energy relative to the best compared isomer or geometry (same formula, charge and spin): 0.0 kcal/mol. As for the expectation value of S²: 3.757. The HOMO energy (spin up / spin down) is -1.23 / -1.87 eV. The calculation puts the gap between HOMO and LUMO (spin up / spin down) at 0.1902 / 0.2139 Ha. Its lowest unoccupied orbital energy (spin up / spin down) is 0.145 / 0.145 hartree. Its spin multiplicity is 4.